DFT (ωB97M-V/def2-TZVPD) results for a single C20H24ClNO2S molecule.

## Properties
SMILES string = CSc1ccc(Cl)c(C(=O)NCCOc2cc(C)ccc2C(C)C)c1
total energy = -50073.2659 eV
gap between HOMO and LUMO = 8.6 eV
spin multiplicity = 1
lowest unoccupied orbital energy = 0.55 eV
net charge = 0

Each line ends with the Löwdin charge.
CARTESIAN COORDINATES (ANGSTROEM)
C 3.34705 3.10388 2.38199  -0.387
S 1.81252 2.70488 1.49560  0.916
C 2.21630 1.25613 0.57662  -0.514
C 3.49110 0.70929 0.50493  -0.084
C 3.71095 -0.42380 -0.25577  -0.092
C 2.66782 -1.02341 -0.94352  -0.597
Cl 2.98902 -2.41663 -1.90292  0.740
C 1.38148 -0.48325 -0.88159  -0.145
C 0.23094 -1.15518 -1.56855  -0.475
O 0.04118 -2.35040 -1.52436  0.050
N -0.57145 -0.30212 -2.25063  0.087
C -1.76158 -0.75504 -2.92691  -0.129
C -3.03743 -0.13101 -2.33978  -0.169
O -3.23076 -0.50578 -0.99871  -0.043
C -2.59054 0.19643 -0.00053  -0.216
C -2.51002 1.58483 0.00582  0.014
C -1.94174 2.26768 1.07080  -0.298
C -1.85122 3.76342 1.07080  -0.048
C -1.45329 1.53398 2.14316  -0.077
C -1.52873 0.15400 2.13935  -0.017
C -2.08488 -0.54315 1.07678  -0.140
C -2.19801 -2.04671 1.06489  -0.372
C -1.02945 -2.74103 1.75990  -0.065
C -3.53011 -2.45594 1.69992  -0.051
C 1.17161 0.65655 -0.12090  -0.053
H 4.12762 3.37676 1.67784  0.036
H 3.64490 2.26169 2.99925  0.040
H 3.10742 3.95541 3.01127  0.031
H 4.32092 1.15160 1.03137  0.094
H 4.70012 -0.84884 -0.31775  0.107
H -0.37171 0.68542 -2.24238  0.146
H -1.79038 -1.83986 -2.79803  0.127
H -1.70637 -0.51570 -3.99459  0.126
H -3.90279 -0.51914 -2.88421  0.131
H -3.00649 0.95739 -2.46417  0.110
H -2.91783 2.15633 -0.81659  0.112
H -2.31686 4.18696 0.18427  0.075
H -0.80681 4.07267 1.10111  0.048
H -2.34438 4.17171 1.95139  0.084
H -1.01055 2.04997 2.98161  0.105
H -1.14003 -0.39171 2.98433  0.113
H -2.20673 -2.36812 0.01936  0.125
H -1.05613 -2.58781 2.83648  0.071
H -1.07901 -3.81052 1.57028  0.083
H -0.08257 -2.37241 1.37193  0.075
H -3.64349 -3.53737 1.67542  0.078
H -3.57329 -2.12397 2.73579  0.082
H -4.35713 -2.00579 1.15641  0.078
H 0.18126 1.07568 -0.03210  0.088

Cartesian forces, eV/Å:
C -0.3890 -0.2588 -0.4252
S 0.0921 0.1903 0.2258
C 0.1559 0.1768 0.1228
C -0.1716 0.0423 0.0075
C -0.1184 -0.1804 -0.1436
C -0.0979 0.2009 0.1417
Cl 0.2478 -0.1868 -0.1348
C 0.2711 -0.1405 0.1604
C 0.0656 0.2973 -0.0718
O -0.0763 -0.2945 0.1629
N -0.1843 0.2757 -0.1930
C -0.4432 -0.0228 0.1547
C 0.3372 -0.0818 -0.5152
O 0.0555 0.0298 0.4176
C 0.1035 -0.0031 0.2925
C -0.1147 -0.0579 -0.2094
C 0.0284 -0.0857 0.0398
C 0.0079 -0.0162 0.0328
C -0.0643 0.0708 0.0244
C -0.0370 0.0814 -0.0635
C -0.1043 -0.0961 -0.4407
C -0.0207 -0.1663 0.0750
C -0.1104 0.1261 -0.1972
C 0.1301 0.0065 -0.2080
C 0.1645 -0.0405 0.0217
H 0.1314 0.0277 0.0566
H 0.1107 0.0007 0.0808
H -0.0026 0.0416 0.0338
H 0.0638 0.0578 0.0552
H 0.0872 -0.0651 -0.0400
H 0.1258 -0.1071 0.0483
H -0.0385 0.1401 -0.1196
H -0.0395 -0.0745 0.0442
H 0.0908 0.1252 0.0029
H -0.0934 -0.0827 0.0265
H -0.0452 0.0339 -0.0560
H -0.0182 0.0770 -0.0438
H 0.0353 0.1077 -0.0179
H -0.0288 0.0985 0.0347
H 0.0681 0.0393 0.0987
H 0.0727 -0.1091 0.0939
H 0.0326 0.0368 0.1213
H 0.0243 0.0012 0.1528
H 0.0211 -0.1126 0.0241
H 0.1386 -0.0200 -0.0006
H -0.0620 -0.1348 0.0268
H -0.0234 0.0242 0.1241
H -0.1484 0.0186 -0.0054
H -0.2300 0.0090 -0.0185

DFT (ωB97M-V/def2-TZVPD) results for an isolated ion of composition C2H9N4O and charge +1 at a distorted geometry.

## Properties
relative energy (zero: lowest compared OMol25 entry of this formula, charge and spin) = 48.6 kcal/mol
total energy = -10213.7098 eV
gap between HOMO and LUMO (alpha / beta) = 6.3 / 5.7 eV
spin multiplicity = 3
lowest unoccupied orbital energy (alpha / beta) = -3.20 / -7.30 eV
net charge = +1

Each line ends with the Löwdin spin population.
CARTESIAN COORDINATES (ANGSTROEM)
C -0.64972 -0.19325 0.07477  0.506
C 3.00782 0.38666 -0.18225  0.003
N -0.78791 -1.52517 0.01950  0.254
N -1.69323 0.61663 0.05609  0.538
N 0.69059 0.49734 -0.12179  0.190
N -2.95989 0.17777 -0.18724  0.359
O 1.78740 -0.36402 -0.03002  0.064
H 3.00955 1.09429 -0.94594  0.001
H 3.77638 -0.29996 -0.24343  0.000
H 3.01367 0.88984 0.74650  0.001
H -0.07907 -2.10548 -0.34617  0.012
H -1.43901 1.60977 0.14391  0.008
H 0.70632 1.20924 0.60664  0.021
H -3.21037 -0.69207 0.26736  0.021
H -1.52824 -2.16633 0.25035  0.013
H -3.64429 0.86476 -0.10829  0.009

Cartesian forces, eV/Å:
C 7.0419 -2.4756 0.9581
C -2.0746 0.1072 1.6924
N -0.2019 -2.2379 -0.4313
N -4.6781 3.6882 -0.2466
N -2.8709 -0.9244 -0.2657
N 2.6893 -0.1278 0.0477
O -1.3694 -0.3773 -0.8212
H -0.2701 0.8561 -1.6818
H 1.4674 -1.4293 -0.2089
H 0.9833 0.9784 1.0856
H 1.3128 -0.0058 -0.6278
H -1.1447 -0.3563 -0.3344
H 0.6834 0.1279 0.3431
H 0.2607 -0.2587 -0.1321
H -0.5388 0.8686 0.5888
H -1.2903 1.5666 0.0340

DFT (ωB97M-V/def2-TZVPD) results for a single C6H9NS molecule.

## Properties
SMILES string = C/C=C/C(=S)N1CC1
relative energy (zero: lowest compared OMol25 entry of this formula, charge and spin) = 45.4 kcal/mol
total energy = -18691.2413 eV
gap between HOMO and LUMO = 8.3 eV
spin multiplicity = 1
lowest unoccupied orbital energy = -0.36 eV
net charge = 0

Each line ends with the Löwdin charge.
CARTESIAN COORDINATES (ANGSTROEM)
C -3.57968 -0.26263 0.00229  -0.090
C -2.09262 -0.44200 -0.00677  -0.124
C -1.21639 0.56785 -0.00426  -0.157
C 0.23236 0.39528 -0.00310  -0.769
S 1.24662 1.69140 0.00239  0.726
N 0.64068 -0.96890 0.00153  -0.117
C 1.86686 -1.31633 -0.73406  -0.133
C 1.85768 -1.31635 0.73292  -0.144
H -3.85350 0.79203 -0.01293  0.075
H -4.03376 -0.74558 0.88014  0.083
H -4.00235 -0.73458 -0.86287  0.066
H -1.69429 -1.46726 0.01022  0.112
H -1.57560 1.62024 0.01287  0.107
H 2.36983 -0.50411 -1.22022  0.077
H 1.77963 -2.24485 -1.27115  0.101
H 2.38614 -0.50293 1.20712  0.080
H 1.78409 -2.24805 1.28582  0.106

Cartesian forces, eV/Å:
C 0.4075 0.1767 0.5463
C 0.1262 -0.3640 0.2168
C -0.4457 0.8071 0.0283
C 0.3621 0.2513 0.0415
S -0.3061 -0.4594 -0.0092
N -0.4056 0.1755 -0.0709
C -0.2213 -0.2240 0.1969
C 0.2223 -0.1715 0.1203
H -0.0119 -0.0259 0.0654
H 0.1568 0.1391 -0.1814
H -0.3253 -0.3181 -0.5445
H -0.2093 0.4929 -0.0756
H 0.3323 -0.8548 -0.0618
H 0.2124 0.2783 -0.1647
H 0.0583 -0.1351 -0.1545
H 0.0066 0.1023 0.1145
H 0.0407 0.1296 -0.0674